(1)
Here is the molecule C4H8N2O2 in a non-equilibrium geometry from the Open Molecules 2025 dataset. Energies are from ωB97M-V/def2-TZVPD.

Atoms and positions in Å:
C 0.2121 0.8901 -0.4662
C 0.5797 1.8290 0.5712
C -0.0078 2.1104 1.8257
O 0.3705 3.0800 2.4699
N -0.5615 -0.2472 -0.1761
C 0.0743 -1.5115 -0.7898
N -0.9482 -2.5609 -0.6161
O 0.5672 -1.2497 -1.9403
H -0.2430 1.5351 -1.2530
H -0.5183 -3.4782 -0.5208
H 1.4560 2.4360 0.3705
H 1.1003 0.4654 -0.9911
H -0.8169 1.4796 2.2207
H -0.6647 -0.4545 0.8069
H 0.8797 -1.7459 -0.0338
H -1.4793 -2.5777 -1.4779

Computed properties:
energy above the lowest of the compared OMol25 structures with the same formula, charge and spin	670.9	kJ/mol
total charge	0
gap between HOMO and LUMO	4.595	eV
LUMO energy	-3.65	eV
total energy	-417.00040	Ha
HOMO	-8.25	eV

The Mulliken scheme yields these atomic charges, measured in e: -0.307 -0.074 -0.165 -0.444 -0.309 0.025 -0.552 -0.683 0.319 0.263 0.353 0.408 0.329 0.253 0.317 0.267

---

(2)
Here is a structure of composition C3H8N4S in a non-equilibrium geometry from the Open Molecules 2025 dataset. Energies are from ωB97M-V/def2-TZVPD.

Atoms and positions in Å:
C -1.0160 -0.0797 1.2512
C -0.9236 0.6810 -0.1010
C 1.6130 1.0179 -0.3620
H -1.7544 0.5904 2.2159
H -1.4096 -1.3213 1.2266
H 0.0117 -0.1011 1.7887
H 2.5873 1.6502 -0.3668
H 3.1140 -1.4019 -1.4489
H 3.9687 -0.0162 0.1977
H -3.2231 -0.5967 -1.6958
H -2.8103 -1.2904 0.1659
N 1.7009 -0.2188 -0.5647
N 2.8275 -0.8817 -0.2981
N -1.9371 0.4902 -0.9543
N -2.8599 -0.4864 -0.8143
S 0.1109 1.9647 -0.2401

Computed properties:
energy above the lowest of the compared OMol25 structures with the same formula, charge and spin	818.0	kJ/mol
total charge	0
gap between HOMO and LUMO	8.643	eV
LUMO energy	0.55	eV
total energy	-736.00656	Ha
HOMO	-8.10	eV

The Mulliken scheme yields these atomic charges, measured in e: -0.973 0.694 -0.161 0.245 0.201 0.300 0.220 0.276 0.190 0.226 0.270 0.071 -0.657 -0.294 -0.433 -0.176

---

(3)
Here is a cluster of 2 separate species, C2H5BrN2O2 in total in a non-equilibrium geometry from the Open Molecules 2025 dataset. Energies are from ωB97M-V/def2-TZVPD.

Atoms and positions in Å:
C 0.1820 1.4799 0.1433
C 0.1283 0.0140 -0.0647
N 1.1700 -0.5744 -0.6094
N -1.0724 -0.6249 -0.1216
O -0.9476 1.9586 0.5680
O 1.2558 2.1219 0.0627
Br -0.6064 -4.0218 -0.0475
H 2.0564 -0.1280 -0.4362
H 1.2895 -1.5562 -0.5657
H -0.9143 -1.6635 -0.1834
H -0.8282 2.9083 0.9425
H -1.7130 0.0860 0.3120

Computed properties:
energy above the lowest of the compared OMol25 structures with the same formula, charge and spin	127.3	kJ/mol
total charge	0
gap between HOMO and LUMO	5.479	eV
LUMO energy	-2.21	eV
total energy	-2913.20680	Ha
HOMO	-7.69	eV

The Mulliken scheme yields these atomic charges, measured in e: 0.677 0.404 -0.301 -0.171 -0.490 -0.549 -0.768 0.292 0.254 -0.056 0.411 0.297

---

(4)
Here is a cluster of 13 separate species, C54H86N14O2Si in total in a non-equilibrium geometry from the Open Molecules 2025 dataset. Energies are from ωB97M-V/def2-TZVPD.

Atoms and positions in Å:
C 3.8250 2.7418 1.4874
C 3.8456 1.5229 0.9614
C 3.6623 0.0262 0.3110
C 4.1334 -0.8938 1.5964
N 5.1741 -0.0121 2.2138
C 5.3120 -0.2155 3.6929
C 4.5073 0.9518 4.5240
C 2.6796 -1.0393 2.2825
O 2.5060 -1.7030 3.3715
N 1.5928 -0.3673 1.4781
C 2.0444 -0.0191 0.0621
C 1.4162 -1.2558 -0.7893
C -0.1522 -0.9449 -1.0066
C -1.0613 -2.2424 -1.3462
C -2.6168 -1.7115 -1.2945
C -3.6187 -2.5749 -2.2214
C -4.8639 -1.7422 -2.8353
C -5.3221 -0.4608 -1.9663
C -5.8712 -0.8036 -0.4840
Si -7.2142 0.4704 0.1294
C -7.9615 -0.0062 1.8276
C -8.5731 0.5153 -1.2698
C -6.3735 2.2116 0.1065
C -4.9352 2.4947 0.6992
C -4.3242 3.9691 0.5792
C -5.0807 5.1762 -0.1228
C -6.5309 4.8641 -0.6810
C -7.2020 3.3967 -0.5892
O 1.6354 1.2800 -0.4222
C 1.9849 1.4899 -1.8140
C 1.7627 3.0961 -2.0889
C 0.1938 3.2990 -2.4241
C 2.7759 3.6471 -3.2160
C 2.5287 5.2598 -3.3149
C 4.3531 3.4647 -2.8125
H 3.5459 3.7858 1.9062
H 4.3623 0.0692 -0.5985
H 4.6965 -1.8202 1.2164
H 6.0853 -0.0559 1.7205
H 4.9566 -1.2504 4.0468
H 6.4262 -0.1123 4.0225
H 3.3763 0.7463 4.5669
H 4.7446 1.9685 4.0086
H 4.9496 1.0159 5.5969
H 0.8681 -1.1001 1.5511
H 2.0270 -1.3035 -1.7802
H 1.5022 -2.2781 -0.2699
H -0.5557 -0.5238 0.0002
H -0.3906 -0.1530 -1.8033
H -0.8793 -3.1479 -0.6597
H -0.8654 -2.6138 -2.4372
H -2.5588 -0.6215 -1.7118
H -3.0018 -1.6669 -0.2041
H -4.0588 -3.4445 -1.6102
H -2.9863 -3.0367 -3.0750
H -5.7635 -2.4695 -2.9410
H -4.5883 -1.3668 -3.8895
H -6.1752 0.0547 -2.5774
H -4.4773 0.3411 -1.9104
H -4.9587 -0.7772 0.2465
H -6.3577 -1.8628 -0.5058
H -7.1524 -0.1990 2.6359
H -8.5136 -1.0258 1.6887
H -8.7556 0.7626 2.2048
H -8.7357 -0.5527 -1.6724
H -9.5308 1.0390 -0.9098
H -8.1062 1.1859 -2.1048
H -4.3286 1.6490 1.2046
H -3.2690 4.1072 1.0274
H -4.6050 6.2133 -0.2221
H -7.1398 5.6998 -1.1967
H -8.2528 3.2508 -1.0425
H 1.2663 0.9642 -2.5674
H 3.0471 1.1625 -2.1077
H 1.9403 3.5917 -1.0461
H -0.4074 3.5865 -1.4674
H -0.3293 2.3744 -2.8695
H 0.0038 4.1688 -3.1735
H 2.5467 3.0784 -4.1889
H 1.7975 5.4385 -4.1825
H 3.5452 5.7892 -3.4274
H 2.0771 5.5962 -2.2953
H 4.4233 3.6504 -1.6697
H 5.0233 4.1515 -3.4419
H 4.6259 2.3381 -2.9534
C -5.8484 3.4032 -4.1045
C -6.7021 2.2760 -4.4940
N -7.3740 1.3891 -4.8005
H -6.4372 4.2981 -3.8887
H -5.2648 3.1769 -3.2073
H -5.1411 3.6620 -4.8936
C 8.0365 -2.5580 0.2293
C 8.1868 -1.1055 0.3752
N 8.3058 0.0384 0.4895
H 7.6178 -2.8236 -0.7450
H 8.9964 -3.0731 0.3212
H 7.3715 -2.9725 0.9920
C -0.5347 -6.1605 1.0145
C -1.5615 -6.0765 -0.0303
N -2.3692 -6.0104 -0.8523
H 0.0957 -5.2664 1.0340
H -0.9774 -6.2651 2.0083
H 0.1258 -7.0185 0.8629
C -2.0682 -6.7385 5.2900
C -1.0933 -7.1220 4.2630
N -0.3269 -7.4236 3.4551
H -2.4863 -5.7467 5.0979
H -2.9051 -7.4406 5.3326
H -1.6155 -6.7126 6.2848
C -1.5284 -10.0700 -1.8646
C -0.5078 -9.4194 -1.0361
N 0.2940 -8.9079 -0.3846
H -2.4161 -9.4417 -1.9765
H -1.1543 -10.2849 -2.8691
H -1.8547 -11.0187 -1.4301
C 5.9769 5.4777 -6.2651
C 5.0956 4.3515 -6.5927
N 4.4030 3.4657 -6.8483
H 6.9859 5.1396 -6.0147
H 6.0669 6.1751 -7.1022
H 5.6030 6.0453 -5.4087
C 5.1817 0.4423 9.4654
C 5.8220 0.9929 8.2656
N 6.3246 1.4257 7.3222
H 5.1685 -0.6508 9.4489
H 5.7040 0.7467 10.3763
H 4.1454 0.7780 9.5585
C 2.0899 -5.1891 -1.4450
C 3.1089 -4.5372 -0.6150
N 3.9019 -4.0161 0.0368
H 1.2006 -4.5624 -1.5586
H 2.4647 -5.4037 -2.4493
H 1.7635 -6.1387 -1.0114
C -5.9077 3.6305 -8.5232
C -5.6375 4.4728 -7.3529
N -5.4250 5.1341 -6.4321
H -6.4820 2.7399 -8.2540
H -6.4809 4.1688 -9.2827
H -4.9828 3.2896 -8.9959
C 2.2461 3.7158 9.8459
C 2.7399 3.0026 11.0291
N 3.1281 2.4407 11.9587
H 2.8025 3.4383 8.9467
H 1.1922 3.4977 9.6541
H 2.3362 4.7993 9.9612
C 0.6372 0.2718 8.7637
C 1.4658 1.0491 7.8349
N 2.1175 1.6595 7.1030
H 1.2275 -0.1257 9.5939
H -0.1618 0.8800 9.1961
H 0.1642 -0.5787 8.2656
C 3.5923 0.2192 -6.0114
C 2.7110 -0.9087 -6.3349
N 2.0185 -1.7952 -6.5891
H 4.6029 -0.1171 -5.7645
H 3.6789 0.9168 -6.8486
H 3.2216 0.7874 -5.1538

Computed properties:
total charge	0
gap between HOMO and LUMO	7.628	eV
LUMO energy	0.31	eV
total energy	-3315.12351	Ha
HOMO	-7.32	eV

Atomic partial charges in e from the Mulliken method, atoms 1 to 99: -0.965 0.196 -0.114 0.609 0.010 -0.530 -0.255 -0.099 -0.678 -0.159 0.512 -0.720 -0.191 0.155 -0.221 -0.433 -1.035 0.313 -0.277 -0.037 -0.952 -0.756 0.574 -0.291 -0.387 -0.495 -0.452 -0.243 -0.389 0.047 0.215 -1.184 0.409 -1.202 -1.067 0.313 0.354 0.074 0.005 0.254 0.375 0.146 0.103 -0.013 0.414 0.301 -0.025 0.262 -0.086 -0.245 0.276 0.041 0.075 0.241 0.296 0.284 0.317 0.008 0.142 -0.069 0.381 0.290 0.266 0.275 0.290 0.292 0.001 0.242 0.318 0.339 0.335 0.249 0.105 -0.243 0.328 0.220 0.235 0.320 0.185 0.292 0.328 0.280 0.253 0.335 0.167 -0.725 0.437 -0.497 0.247 0.181 0.345 -0.810 0.436 -0.437 0.263 0.326 0.255 -0.244 0.455

---

(5)
Here is the molecule C5H8O from the Open Molecules 2025 dataset. Energies are from ωB97M-V/def2-TZVPD.

Atoms and positions in Å:
O -1.4434 1.8065 0.1588
C -0.7672 0.6098 0.4452
C -1.0618 -0.6100 -0.4203
C 0.3243 -1.1077 -0.0197
C 1.4455 -0.3716 -0.6342
C 0.7317 0.3911 0.4291
H -0.8330 2.5472 0.2449
H -0.9389 0.2968 1.4847
H -1.2035 -0.3563 -1.4785
H -1.9034 -1.2152 -0.0806
H 0.4303 -2.0404 0.5284
H 1.5273 -0.0962 -1.6783
H 2.3812 -0.7296 -0.1985
H 1.3110 0.8755 1.2189

Computed properties:
energy above the lowest of the compared OMol25 structures with the same formula, charge and spin	256.5	kJ/mol
total charge	0
gap between HOMO and LUMO	10.310	eV
LUMO energy	0.96	eV
total energy	-270.46020	Ha
SMILES string	O[C@H]1C[C@H]2C[C@H]21
HOMO	-9.35	eV

The Mulliken scheme yields these atomic charges, measured in e: -0.552 0.256 -0.761 -0.126 -0.578 -0.494 0.335 0.187 0.267 0.259 0.330 0.248 0.242 0.388

---

Q: total energy of number 1 (C4H8N2O2)?
A: -417.00040 Ha